Entry from OMol25: an isolated molecule of C4H7N3S in a non-equilibrium geometry (ωB97M-V/def2-TZVPD).

```
15
Properties=species:S:1:pos:R:3:mulliken_charge:R:1
H -1.460 -1.720 2.046 0.245
H -0.402 2.001 1.738 0.444
N -1.218 -0.746 2.274 -0.564
C -0.301 1.205 1.019 -0.568
N 0.140 1.414 -0.252 -0.453
C -0.248 -0.782 -0.046 0.032
H 1.744 0.656 -2.169 0.261
S -0.287 -2.429 -0.350 -0.453
C -0.629 -0.108 1.173 0.462
H 1.100 -1.051 -2.225 0.300
H 0.172 0.187 -3.011 0.252
H -0.693 -0.679 3.157 0.234
N 0.200 0.164 -0.873 0.296
H 1.047 1.909 -0.344 0.285
C 0.835 -0.020 -2.136 -0.775
```

Values from the calculation:
**F_max**: 0.046 Eh/bohr
**Spin multiplicity**: 1
**Highest occupied orbital energy**: -0.28122 hartree
**HOMO-LUMO gap**: 0.304 Eh
**SMILES string**: Cn1[nH]cc(N)c1=S
**Molar mass**: 129.19 u
**Lowest unoccupied orbital energy**: 0.61 eV
**ΔE to the lowest compared entry with this formula, charge and spin**: 164.2 kJ/mol
**Charge**: 0